Entry 1:
Molecular formula: C36H36N10O3ReS2Si
Method: DFT, wB97M-V/def2-TZVPD

Computed properties:
HOMO level (alpha / beta), eV: -12.813 / -11.836
Spin multiplicity: 4
E, a.u.: -3330.46125
Kohn-Sham gap (alpha / beta), eV: 7.2 / 6.0
Net charge: +2

Positions of all 89 atoms, in Å:
Re (-0.10, -1.60, -0.74)
C (-4.26, -2.87, -0.77)
C (-2.81, -2.66, -0.47)
N (-1.96, -2.14, -1.36)
N (-2.42, -1.93, -2.65)
C (-1.62, -2.27, -3.71)
N (-2.12, -2.13, -4.94)
S (-0.06, -2.81, -3.46)
C (-2.16, -3.06, 0.74)
C (-2.77, -3.75, 1.79)
C (-2.00, -4.24, 2.82)
C (-0.62, -4.05, 2.78)
C (-0.07, -3.34, 1.73)
N (-0.80, -2.83, 0.73)
H (-4.40, -3.57, -1.59)
H (-4.74, -1.92, -1.01)
H (-4.77, -3.28, 0.10)
H (-3.43, -1.90, -2.78)
H (-3.07, -1.85, -5.14)
H (-1.53, -2.38, -5.72)
H (-3.83, -3.90, 1.80)
H (-2.45, -4.77, 3.64)
H (0.02, -4.45, 3.55)
H (1.00, -3.17, 1.67)
N (4.32, 4.21, -3.33)
C (3.77, 3.43, -2.39)
C (2.45, 3.64, -1.94)
C (1.88, 2.80, -1.01)
C (2.61, 1.73, -0.50)
C (3.91, 1.50, -0.93)
C (4.49, 2.33, -1.86)
S (1.94, 0.62, 0.70)
O (2.69, 0.57, 1.90)
O (0.48, 1.06, 0.93)
N (1.68, -0.84, 0.04)
C (2.70, -1.73, -0.03)
N (3.93, -1.38, 0.34)
C (4.85, -2.33, 0.30)
C (4.56, -3.62, -0.15)
C (3.26, -3.87, -0.56)
N (2.32, -2.93, -0.48)
H (3.86, 5.06, -3.62)
H (5.30, 4.13, -3.55)
H (1.89, 4.47, -2.34)
H (0.87, 2.97, -0.65)
H (4.45, 0.67, -0.51)
H (5.50, 2.16, -2.19)
H (5.83, -2.04, 0.64)
H (5.33, -4.37, -0.20)
H (2.94, -4.83, -0.93)
N (-3.29, 2.46, -2.80)
C (-2.15, 2.74, -3.46)
O (-2.05, 3.64, -4.26)
C (-0.97, 1.83, -3.21)
C (0.14, 1.96, -4.05)
C (1.22, 1.13, -3.86)
C (1.16, 0.14, -2.89)
N (0.09, -0.01, -2.10)
C (-0.93, 0.84, -2.24)
H (-4.06, 3.10, -2.95)
H (-3.36, 1.82, -2.03)
H (0.11, 2.71, -4.82)
H (2.10, 1.21, -4.48)
H (1.96, -0.57, -2.76)
H (-1.74, 0.71, -1.53)
C (-4.79, 0.90, 1.76)
C (-3.94, 1.64, 0.96)
C (-2.57, 1.58, 1.15)
C (-2.02, 0.76, 2.14)
C (-2.89, 0.03, 2.94)
C (-4.26, 0.09, 2.75)
Si (-0.17, 0.58, 2.46)
C (0.65, 1.49, 3.87)
C (1.50, 0.79, 4.74)
C (2.09, 1.43, 5.82)
C (1.86, 2.77, 6.05)
C (1.04, 3.49, 5.19)
C (0.43, 2.85, 4.12)
H (-5.85, 0.97, 1.63)
H (-4.35, 2.29, 0.20)
H (-1.91, 2.18, 0.55)
H (-2.49, -0.58, 3.74)
H (-4.92, -0.48, 3.38)
H (0.11, -0.86, 2.55)
H (1.71, -0.25, 4.55)
H (2.72, 0.87, 6.49)
H (2.31, 3.26, 6.89)
H (0.85, 4.53, 5.37)
H (-0.22, 3.42, 3.46)

Atom charges from the Löwdin analysis, given in e for atoms 1 to 8: number 1, Re, carries 1.442; number 2, C, carries 0.000; number 3, C, carries -0.252; number 4, N, carries -0.182; number 5, N, carries -0.008; number 6, C, carries -0.844; number 7, N, carries 0.123; number 8, S, carries 0.705

=====

Entry 2:
Molecular formula: C36H36N8O4S2W
Method: DFT, wB97M-V/def2-TZVPD

Computed properties:
HOMO level (alpha / beta), eV: -7.304 / -7.489
Spin multiplicity: 3
E, a.u.: -2995.84720
Kohn-Sham gap (alpha / beta), eV: 6.9 / 6.4
Net charge: 0

Positions of all 87 atoms, in Å:
W (0.21, -0.35, -0.08)
C (-2.70, -3.32, -1.82)
O (-2.44, -4.12, -0.66)
C (-2.08, -3.54, 0.52)
C (-2.03, -4.41, 1.61)
C (-1.68, -3.99, 2.88)
C (-1.36, -2.66, 3.11)
C (-1.41, -1.79, 2.04)
C (-1.02, -0.38, 2.23)
N (0.23, -0.06, 2.14)
N (0.62, 1.19, 2.60)
C (1.12, 1.89, 1.63)
O (1.10, 1.47, 0.40)
C (1.67, 3.23, 1.90)
C (2.12, 3.57, 3.17)
C (2.66, 4.82, 3.41)
C (2.75, 5.74, 2.37)
C (2.29, 5.41, 1.10)
C (1.75, 4.16, 0.86)
C (-1.76, -2.18, 0.74)
O (-1.67, -1.21, -0.20)
H (-2.98, -4.04, -2.59)
H (-1.83, -2.75, -2.12)
H (-3.54, -2.64, -1.64)
H (-2.27, -5.45, 1.41)
H (-1.65, -4.71, 3.68)
H (-1.07, -2.32, 4.10)
H (-1.72, 0.39, 2.58)
H (2.05, 2.84, 3.97)
H (3.02, 5.08, 4.39)
H (3.17, 6.72, 2.55)
H (2.36, 6.13, 0.30)
H (1.39, 3.88, -0.12)
C (2.58, -2.10, 2.16)
C (2.30, -2.08, 0.69)
N (2.33, -0.90, 0.04)
N (2.96, -0.94, -1.21)
C (2.45, -0.28, -2.17)
S (0.89, 0.47, -2.25)
S (3.51, -0.07, -3.58)
C (4.02, 1.63, -3.17)
C (4.88, 1.70, -1.95)
C (6.24, 1.42, -2.00)
C (7.01, 1.48, -0.85)
C (6.43, 1.80, 0.37)
C (5.07, 2.08, 0.43)
C (4.30, 2.02, -0.72)
C (2.13, -3.28, -0.08)
C (2.80, -4.49, 0.14)
C (2.58, -5.57, -0.68)
C (1.65, -5.45, -1.73)
C (0.95, -4.28, -1.94)
C (1.15, -3.17, -1.10)
O (0.40, -2.10, -1.24)
H (3.57, -1.68, 2.32)
H (2.55, -3.12, 2.54)
H (1.87, -1.49, 2.71)
H (3.12, 2.23, -3.04)
H (4.53, 2.00, -4.07)
H (6.70, 1.15, -2.94)
H (8.07, 1.26, -0.90)
H (7.03, 1.85, 1.26)
H (4.60, 2.33, 1.37)
H (3.23, 2.21, -0.67)
H (3.53, -4.55, 0.94)
H (3.11, -6.49, -0.54)
H (1.48, -6.30, -2.38)
H (0.22, -4.20, -2.73)
C (-5.55, 1.78, 0.25)
C (-5.38, 3.00, -0.64)
C (-5.04, 4.25, 0.18)
C (-4.35, 2.76, -1.75)
N (-3.05, 2.38, -1.23)
C (-2.55, 1.18, -0.98)
N (-1.35, 1.36, -0.45)
N (-1.13, 2.68, -0.41)
N (-2.15, 3.30, -0.86)
H (-6.38, 1.93, 0.95)
H (-4.66, 1.59, 0.84)
H (-5.77, 0.88, -0.33)
H (-6.32, 3.18, -1.17)
H (-4.09, 4.13, 0.70)
H (-5.81, 4.43, 0.93)
H (-4.97, 5.13, -0.46)
H (-4.20, 3.65, -2.36)
H (-4.68, 1.94, -2.41)
H (-3.01, 0.23, -1.17)

Atom charges from the Löwdin analysis, given in e for atoms 1 to 8: number 1, W, carries 1.605; number 2, C, carries -0.060; number 3, O, carries -0.069; number 4, C, carries -0.203; number 5, C, carries 0.002; number 6, C, carries -0.082; number 7, C, carries -0.044; number 8, C, carries -0.177

=====

E of number 2 (C36H36N8O4S2W)? -2995.84720 a.u.

=====

The highest net charge belongs to which entry? C36H36N10O3ReS2Si

=====

Among the records above, which one has the lowest net charge? C36H36N8O4S2W